{"formula": "C42H117N7O14", "method": "ωB97M-V with the def2-TZVPD basis set", "e_lumo_ev": 0.34, "charge": 0, "symbols": ["H", "H", "C", "C", "H", "H", "C", "N", "H", "C", "C", "H", "H", "C", "O", "H", "H", "H", "C", "H", "C", "C", "C", "H", "C", "H", "C", "H", "H", "H", "H", "H", "H", "H", "N", "C", "N", "C", "H", "H", "C", "H", "C", "H", "H", "C", "H", "H", "H", "H", "O", "H", "C", "H", "H", "H", "H", "H", "C", "H", "H", "H", "H", "C", "N", "H", "C", "C", "C", "C", "H", "H", "H", "H", "H", "C", "H", "C", "O", "H", "H", "H", "C", "C", "N", "H", "H", "H", "H", "H", "H", "H", "H", "O", "O", "H", "C", "H", "C", "H", "C", "H", "C", "H", "O", "H", "H", "H", "O", "H", "H", "C", "H", "H", "H", "H", "H", "H", "H", "C", "H", "H", "H", "H", "C", "O", "N", "O", "H", "H", "O", "H", "C", "O", "H", "H", "H", "H", "H", "H", "O", "H", "H", "H", "H", "H", "C", "O", "H", "H", "H", "H", "C", "H", "N", "H", "H", "C", "C", "H", "H", "H", "H", "H", "H", "H", "H", "C", "C", "H", "H", "H", "H", "H", "H", "H", "O", "H", "H", "H"], "xyz": [[13.23426, -12.31371, 5.92245], [9.93271, -14.65708, -1.17454], [7.26095, -30.47169, -4.03305], [21.11698, -23.64325, 3.74008], [10.55093, -21.70203, 1.48224], [13.81904, -19.65036, 2.24070], [7.19001, -23.91440, 8.85470], [3.66473, -22.94459, -7.40994], [2.21747, -22.12921, -0.86661], [16.44121, -27.02296, -4.50038], [12.80224, -19.84621, 1.90033], [5.28391, -17.31164, 4.51163], [4.23289, -15.90625, 5.05859], [20.14088, -15.26506, -1.64541], [12.96199, -15.95733, -8.35440], [4.90774, -16.06678, 3.39920], [19.84728, -22.64520, 2.31748], [14.99161, -27.41478, -1.56084], [11.98525, -15.96578, -9.37669], [1.55639, -22.09078, -8.96240], [23.18668, -12.45760, -2.96276], [12.35127, -11.86295, 6.37550], [8.95584, -9.27644, 7.74793], [7.35258, -29.64659, -5.98098], [10.67289, -13.07640, -8.97742], [21.18213, -13.03234, -4.69247], [14.81671, -28.80573, -3.57252], [11.41806, -8.63292, 7.34599], [13.49917, -20.77277, -0.47102], [7.47708, -15.37672, -1.22693], [15.12346, -31.54430, -3.67823], [9.65162, -20.97703, -2.03072], [6.40726, -25.17759, 5.80390], [1.55003, -21.25385, 0.53843], [13.74131, -21.25674, 0.38176], [11.31766, -9.71794, 7.37341], [22.09177, -13.44437, -4.84372], [22.87108, -13.80207, -3.64207], [9.23234, -8.23922, 7.55869], [10.95711, -15.97626, -9.01487], [11.34382, -21.69328, 0.73435], [7.96955, -9.42505, 7.30832], [1.38924, -21.51889, -0.50656], [14.89452, -27.75030, 4.00449], [4.53319, -20.23078, -12.45505], [20.45534, -22.41148, 3.19140], [6.56109, -25.84418, 10.87837], [7.60656, -26.56248, 9.60534], [16.03257, -27.07270, -5.50966], [6.85974, -31.45124, -4.29304], [4.20188, -21.37520, -10.69697], [4.12159, -19.27502, -11.11318], [8.04490, -29.90428, -5.17949], [13.96143, -28.96962, -2.91697], [2.12481, -22.90069, -10.47075], [5.27098, -24.96820, 7.13079], [6.09391, -23.60818, 6.50485], [12.89641, -17.90704, -7.63495], [8.03124, -24.50684, 10.02356], [13.00520, -21.91398, 2.18138], [0.45828, -22.08025, -0.58580], [13.33883, -16.74726, -6.42727], [4.56118, -23.39520, -7.29404], [12.71001, -21.25342, 1.36614], [15.72277, -27.10902, -2.18695], [12.77903, -19.15076, 1.06133], [14.66122, -29.91734, 4.22355], [10.51176, -11.62926, -8.33264], [12.73971, -16.87260, -7.32918], [12.10774, -14.71019, -10.17280], [6.59516, -13.53909, 4.94720], [8.71428, -30.68779, -5.53465], [21.27775, -21.74378, 2.93465], [13.94405, -10.52133, 7.60961], [21.92963, -23.88621, 3.05547], [7.98316, -14.89644, -2.06438], [5.33590, -21.51727, -8.94515], [6.24428, -24.65977, 6.74910], [9.95538, -10.10938, 7.14847], [8.58347, -22.73257, 10.82402], [12.72734, -13.14168, -9.02294], [8.53880, -28.94366, -5.03336], [7.56797, -25.89166, 10.46361], [8.99134, -10.27815, -7.08387], [11.94611, -13.35956, -9.62486], [23.38336, -11.62935, -3.64350], [11.29994, -22.76643, 0.54855], [12.19331, -16.91252, -9.87519], [9.95095, -9.88893, -6.74364], [8.25932, -13.29308, -0.19496], [7.64100, -22.95712, 8.59335], [13.76098, -30.53107, 4.19178], [8.26792, -10.42105, -6.28116], [1.05962, -20.55732, -2.71409], [13.25474, -28.30991, 3.01130], [20.63801, -16.03002, -1.04891], [5.08045, -16.24199, 4.46108], [16.61400, -31.50799, -2.71759], [14.10226, -28.48437, 4.15130], [23.80028, -14.28353, -3.94683], [2.15571, -22.89919, -9.38119], [15.02140, -31.02126, -2.02375], [9.19485, -14.07351, -1.72509], [14.32648, -26.75849, -3.84042], [15.96881, -29.60588, -3.29929], [12.10741, -10.02195, 5.41109], [4.15291, -23.59108, -9.30754], [11.21841, -11.63229, -7.50274], [8.13752, -30.67236, -2.93949], [13.47390, -28.24200, 5.00835], [8.54246, -23.86806, 11.91541], [1.33020, -20.22083, -1.37728], [21.83132, -14.32968, -5.25419], [9.99926, -13.13308, -9.83245], [9.07506, -21.42292, -0.47011], [11.57868, -9.90325, 8.41534], [1.69490, -23.86544, -9.17596], [9.73081, -13.70261, -2.59874], [1.69510, -21.19648, -3.04460], [4.30031, -21.45023, -9.27854], [9.03392, -24.64603, 9.61938], [12.19903, -19.61244, 2.77760], [5.74614, -19.87722, -11.25400], [19.25566, -14.86855, -1.14816], [22.17503, -14.83649, -2.74738], [6.03008, -14.08099, 4.39166], [13.70902, -9.97736, 6.79171], [9.18262, -11.45849, -7.82766], [3.89971, -20.54744, -8.81747], [8.28419, -15.71491, -2.71828], [19.57187, -21.90869, 4.23515], [11.74743, -16.65810, -6.93236], [15.66575, -31.00335, -2.90272], [8.76130, -12.98175, -0.95172], [21.55723, -23.51930, 4.72948], [15.09649, -30.25446, 3.28281], [15.30519, -30.19274, 5.05876], [10.79345, -10.77376, -8.94656], [14.09959, -22.18645, 0.21629], [12.56057, -28.97216, 3.04541], [11.07904, -21.02391, -0.46061], [7.12079, -15.85690, 4.29391], [17.30942, -27.67747, -4.57739], [10.41861, -13.72624, -8.14006], [0.55572, -19.50628, -1.09855], [13.77917, -9.03861, 7.15767], [12.31408, -10.40099, 6.41195], [7.33875, -24.77614, 7.68931], [22.03592, -15.77318, -3.28715], [7.73065, -30.61024, -2.07220], [11.57257, -14.81502, -11.11656], [14.49027, -29.02976, -4.58808], [6.25845, -15.40038, 4.77976], [12.47907, -12.22704, 7.39492], [8.02942, -23.52498, 11.11592], [6.14944, -23.88099, 9.17750], [22.85133, -15.10939, -1.93729], [15.19672, -27.35478, -3.56615], [4.70078, -20.15889, -11.38042], [8.93186, -9.50709, 8.81298], [8.55918, -9.42857, -7.61259], [11.43403, -12.29849, 5.97917], [13.09259, -14.85441, -10.61706], [8.23883, -26.44666, 11.11937], [16.41814, -27.83158, -2.06660], [16.80896, -26.01391, -4.31420], [24.04823, -12.50126, -2.29649], [3.61074, -22.76992, -8.83868], [9.92035, -21.55381, -1.14573], [19.94782, -15.70236, -2.62500], [6.40453, -15.33226, 5.85778], [22.38356, -12.17633, -2.28159], [7.26080, -14.31569, -2.63798], [6.47326, -29.78421, -3.72481], [20.47685, -24.51508, 3.87513], [18.65745, -22.05148, 3.98011], [21.03629, -14.24781, -2.15005], [2.24775, -19.64160, -1.48078], [9.90295, -22.63540, -1.27973], [2.98011, -23.67115, -7.25660]], "atomic_forces_ev_per_a": [[-0.1, 0.5, -0.7], [0.1, -0.2, 0.2], [0.0, 0.4, 0.9], [0.6, -0.9, -0.1], [-0.6, 1.2, 0.2], [0.2, -0.6, 0.1], [0.8, -1.6, -0.2], [0.1, -0.1, 0.1], [0.0, -0.1, 0.1], [-1.7, 0.0, -0.8], [0.3, 0.8, 0.6], [-0.1, 0.1, 0.5], [-0.2, -0.4, -0.2], [0.9, 0.1, -2.0], [0.8, 1.1, 0.5], [-0.5, 0.1, -0.1], [0.3, 0.1, -0.2], [-0.3, 0.2, 0.5], [-0.5, -0.3, 1.3], [-0.2, -0.1, -0.1], [0.2, -0.3, 1.2], [-0.4, -2.0, 0.9], [1.2, -0.2, -0.1], [-0.2, -0.4, -0.3], [-0.6, 1.6, -0.4], [0.1, 0.4, 0.9], [0.1, -0.7, -1.8], [0.0, 0.3, -0.7], [-0.2, -0.3, 0.0], [0.2, 0.3, 0.3], [0.1, 0.1, -0.3], [0.7, -0.2, -0.1], [0.6, -0.2, 0.4], [0.1, -0.2, 0.1], [1.5, -0.9, -0.5], [-0.9, -0.4, 0.4], [0.3, -1.3, -0.6], [-0.7, 1.2, 0.0], [-0.1, 0.3, 0.3], [-0.2, -0.5, 0.8], [0.3, -0.9, 1.2], [0.2, -0.4, -0.1], [0.1, 1.5, -0.3], [-0.1, 0.1, 0.3], [-0.1, -0.7, 0.1], [-0.9, -0.7, 1.3], [0.0, -0.2, 0.1], [-0.5, 0.2, -0.4], [0.1, 0.4, -0.4], [-0.4, 0.1, -0.3], [0.9, 1.3, -1.1], [-0.2, 0.0, 0.5], [-0.4, 0.0, -0.9], [0.1, -0.2, 0.4], [0.2, 0.6, 0.0], [0.1, -0.4, 0.5], [0.1, 0.3, -0.2], [-0.4, -0.2, -0.2], [0.2, -0.2, -0.4], [-0.3, -0.4, -0.1], [0.0, 0.1, -0.1], [0.8, 0.6, -0.5], [0.2, 0.0, 0.8], [-0.7, 0.4, -0.6], [-0.9, 0.7, -0.3], [-0.9, 0.3, 0.2], [-1.1, -0.1, -0.8], [0.4, -0.9, 0.0], [-0.8, 0.0, 0.7], [1.3, 0.0, -2.0], [0.0, 0.2, -0.2], [0.3, 0.4, -0.1], [-0.5, 0.7, 0.1], [0.2, -0.4, 0.1], [0.1, -0.4, 0.0], [0.1, -0.9, -1.3], [0.4, 0.1, -0.1], [0.3, 1.0, 0.6], [0.0, -0.1, -0.7], [-0.1, 0.4, -0.2], [0.1, -0.1, 0.1], [0.3, -0.3, 0.7], [-0.1, -0.1, -0.5], [0.2, 0.6, 0.0], [0.6, -0.3, 0.6], [-0.2, -0.4, -0.3], [0.9, -0.5, -0.4], [-0.5, 0.2, -1.1], [0.0, -0.2, 0.6], [0.0, -0.2, 0.0], [-0.5, 0.4, 0.1], [-0.1, -0.4, 0.8], [0.4, -0.5, 0.3], [-1.0, -0.3, -1.1], [0.3, -0.1, -0.2], [0.2, 0.2, 0.4], [-0.5, 0.1, -0.8], [-0.1, 0.3, 0.0], [0.2, -0.2, -0.5], [0.1, 0.1, -0.4], [0.7, 0.2, 0.0], [0.2, 0.1, 0.2], [-0.4, -0.3, 0.7], [0.2, 0.3, 0.2], [-0.7, -1.6, 0.8], [0.1, 0.2, -0.1], [0.3, 0.1, -0.4], [0.1, 0.2, 0.4], [1.0, 0.0, 0.4], [0.5, 0.0, 0.5], [-0.1, -0.4, 0.2], [0.3, -0.7, -0.2], [0.1, -0.2, -0.6], [-0.8, -0.3, 0.5], [-0.3, 0.2, 0.2], [0.2, -0.7, 0.3], [0.1, -0.1, 0.7], [-0.4, 0.2, -0.1], [0.1, 0.0, 0.1], [-0.1, -0.4, -0.4], [0.3, 0.0, -0.2], [-0.6, 0.2, -0.4], [0.2, -0.6, 0.5], [0.3, 0.2, -0.2], [0.8, 1.2, 0.9], [-0.1, 0.9, -0.7], [-0.6, -0.2, 0.0], [0.2, -0.5, -0.5], [-0.5, -0.1, 0.2], [0.0, -0.2, -0.1], [0.6, 0.5, -0.6], [-0.5, -0.7, -0.1], [0.0, 1.6, -0.5], [0.4, 1.1, 0.2], [0.1, 0.6, -0.1], [0.6, 0.6, -0.1], [-0.2, 0.3, 0.0], [-0.1, -0.2, -0.6], [-0.1, 0.1, -0.5], [-0.1, -0.1, 0.0], [-0.7, 0.0, -1.0], [0.4, 0.3, 0.0], [-0.3, -0.4, 0.9], [-0.3, -0.4, -0.2], [-0.1, -0.3, 0.3], [-0.3, 0.5, -0.4], [1.0, 2.4, 0.1], [-1.0, 0.0, -0.1], [-0.8, 0.0, -0.4], [-0.4, 0.0, -0.3], [-0.9, 0.1, 0.2], [-0.3, -0.4, -0.3], [0.6, -0.5, 1.2], [-0.4, -0.1, 0.4], [0.0, 0.0, -0.2], [-0.1, 0.4, -0.1], [0.4, -0.1, 0.2], [3.4, -0.3, 1.1], [-0.9, -0.5, 0.6], [-0.2, 0.3, 0.2], [-0.1, -0.1, -0.9], [0.1, 0.0, 0.0], [0.7, 1.0, 0.3], [0.1, 0.7, 0.6], [0.4, 0.0, 0.0], [-0.2, 0.0, 0.1], [0.2, -0.3, 0.0], [-1.0, 0.4, -2.1], [-0.4, 0.6, 1.7], [-1.3, -1.0, 0.4], [0.4, -0.7, 0.2], [-0.3, 0.1, -0.3], [0.0, 0.1, 0.2], [-0.3, -0.1, -0.2], [-0.3, 0.1, -0.4], [0.1, 0.0, -0.1], [-0.3, -0.2, 0.8], [0.5, -0.1, 1.2], [0.8, -0.1, -0.5], [-0.1, -0.2, 0.6]]}

{"formula": "C42H28Cl5CoO2P2S", "method": "ωB97M-V with the def2-TZVPD basis set", "s2": 6.02, "spin_multiplicity": 5, "e_lumo_ev": [-5.74, -7.73], "charge": 2, "symbols": ["H", "C", "C", "H", "O", "C", "H", "C", "H", "H", "H", "C", "S", "C", "C", "H", "P", "C", "H", "H", "H", "Cl", "H", "Cl", "C", "H", "O", "C", "H", "C", "H", "Cl", "C", "H", "C", "H", "H", "C", "C", "C", "C", "H", "C", "C", "C", "C", "C", "C", "C", "C", "C", "H", "H", "C", "C", "H", "Cl", "H", "C", "P", "H", "C", "H", "C", "C", "H", "C", "H", "C", "Co", "H", "H", "C", "C", "Cl", "C", "C", "C", "C", "C", "C"], "xyz": [[0.45704, -3.66559, -2.16752], [-1.77271, 3.22539, -1.21158], [0.78868, -1.68381, -1.43421], [-1.75124, 3.19130, 2.17658], [1.56325, 0.17409, 0.73130], [-0.94878, -0.00200, 2.96245], [0.60461, -1.03366, 4.01500], [-0.66425, -3.61931, 0.18627], [-2.76581, 0.96021, 2.20343], [-0.95862, -2.59199, 5.14736], [1.04361, -3.12461, -4.48821], [0.74048, -2.65816, -2.42825], [1.51585, 0.89761, -0.59411], [-4.44615, -0.66752, -3.35654], [2.91977, -3.90430, 2.71652], [-2.28698, 3.68718, -2.04064], [0.25356, -2.05494, 0.27649], [-0.83766, -5.99251, -0.11330], [1.01516, -4.92304, -0.15680], [3.04097, 4.61019, 4.40643], [-2.81058, -6.80980, 0.03194], [-6.75702, 0.14007, -4.49199], [1.64549, -0.81007, -5.11499], [-5.01203, 1.95082, 0.26508], [-0.05697, -4.85312, -0.04222], [-0.37521, -6.94634, -0.31943], [-2.77306, 0.18773, -0.26135], [-4.82596, 0.96790, -1.11388], [-2.49135, -2.57433, 0.60293], [-2.03930, -3.55168, 0.39961], [-3.87511, -4.63954, 0.52681], [-2.11206, -1.63652, -2.36387], [-1.48877, 2.93193, 1.15875], [1.82310, 0.92093, -3.36018], [2.12127, 4.05141, 4.47818], [5.14171, -2.58557, 0.53524], [0.79370, -3.62599, 2.63640], [-1.33473, -1.85781, 4.45215], [-3.19548, -0.79530, 3.35223], [-0.71440, 2.36388, -1.46262], [-0.47624, 2.00100, 0.92152], [3.07899, -1.69348, -0.43915], [-2.81110, -4.69499, 0.35372], [-3.51811, -0.66142, -2.33035], [0.08743, 3.51497, 5.65129], [4.14109, -3.61516, 2.12544], [3.03298, -2.30324, 0.45322], [1.16777, -0.39588, -1.80392], [-0.08258, 1.74271, -0.39765], [1.06144, -2.34851, -3.73959], [-2.33836, 0.10704, 2.72405], [1.50835, 4.97498, 6.30554], [5.04907, -4.02092, 2.53676], [1.41508, -1.05455, -4.09164], [-3.65516, 0.16733, -1.18532], [-1.13165, 1.97071, 4.79940], [-7.21331, 1.87421, -1.95993], [-3.37898, -2.45364, 4.69025], [-0.22841, 2.55691, 4.70584], [0.30424, 1.15675, 2.33530], [-4.26164, -0.70162, 3.20272], [-2.20875, -5.91570, 0.08351], [-0.38298, 2.18358, -2.47305], [1.75030, -3.39247, 2.18546], [-5.59871, 0.13532, -3.24983], [2.47900, 2.92454, 2.68362], [1.80723, -2.59614, 1.04285], [-0.58114, 3.68137, 6.48039], [1.49456, -0.07900, -3.11212], [-1.35186, -0.50029, 0.61798], [2.88418, -4.53701, 3.58713], [-2.91932, 4.24945, 0.27589], [-2.69857, -1.77484, 4.19901], [-2.13535, 3.53317, 0.09099], [-4.21995, -1.65743, -4.73231], [1.25891, 4.25195, 5.54584], [-0.46077, -0.98878, 3.83086], [-5.78937, 0.93833, -2.11065], [0.62510, 2.38602, 3.61887], [1.81009, 3.11470, 3.51206], [4.19519, -2.81143, 0.99911]], "atomic_forces_ev_per_a": [[-0.1, -0.1, 0.0], [0.2, -0.1, -0.2], [-0.2, 0.0, 0.1], [-0.1, 0.0, 0.0], [0.6, -0.2, 0.9], [0.1, 0.1, 0.0], [0.1, -0.1, 0.1], [0.0, 0.3, 0.1], [0.1, -0.2, -0.2], [0.0, -0.1, 0.0], [-0.1, -0.1, -0.1], [0.2, 0.2, 0.2], [-1.0, 0.1, -1.1], [-0.7, 0.4, 0.1], [0.1, 0.0, 0.1], [0.0, 0.1, -0.1], [0.7, -1.8, -0.7], [0.1, -0.1, 0.0], [0.1, 0.0, 0.0], [0.1, 0.1, 0.0], [-0.1, -0.1, 0.0], [-0.2, 0.0, -0.3], [0.1, 0.0, -0.1], [-0.2, 0.3, 0.6], [-0.1, 0.1, 0.0], [0.0, -0.1, 0.0], [1.0, 0.2, 1.3], [0.8, -0.7, -0.2], [-0.2, -0.3, 0.0], [0.3, 0.3, 0.0], [-0.1, 0.0, 0.0], [0.1, -0.2, -0.3], [-0.1, 0.1, -0.2], [0.1, 0.1, -0.1], [0.1, 0.0, -0.1], [0.1, 0.0, 0.0], [0.0, -0.1, 0.0], [0.1, 0.0, 0.0], [0.0, -0.1, -0.1], [-0.1, 0.0, 0.0], [0.4, -0.3, 0.2], [0.1, -0.1, 0.0], [-0.2, -0.1, 0.0], [-0.2, 0.7, 0.8], [-0.1, 0.0, 0.1], [-0.1, 0.0, 0.0], [-0.2, 0.0, 0.0], [0.3, 0.3, 0.1], [0.4, 0.2, 0.0], [0.1, 0.1, -0.1], [0.2, 0.2, 0.5], [0.0, 0.1, 0.1], [0.2, -0.1, 0.1], [-0.1, -0.1, 0.1], [-2.0, -0.2, -2.1], [-0.1, 0.0, 0.0], [0.0, 0.1, 0.0], [-0.1, -0.1, 0.0], [-0.1, 0.0, 0.0], [-0.4, 0.9, 0.5], [-0.1, 0.0, 0.0], [-0.1, 0.1, 0.0], [0.0, 0.0, -0.2], [0.0, 0.2, -0.1], [0.5, 0.0, 0.5], [0.1, 0.1, 0.0], [-0.1, 0.2, 0.3], [-0.1, 0.0, 0.1], [0.0, 0.1, 0.0], [-0.5, 0.6, 0.2], [0.0, -0.1, 0.2], [-0.1, 0.1, 0.0], [0.0, 0.1, -0.1], [0.1, -0.1, 0.3], [0.1, -0.1, 0.0], [0.0, -0.1, -0.1], [0.0, 0.1, -0.1], [0.1, -0.3, -0.5], [0.1, -0.5, -0.3], [-0.1, 0.0, -0.1], [0.1, 0.0, 0.0]]}